(1)
18
Properties=species:S:1:pos:R:3:nbo_charge:R:1 method="wB97M-V/def2-TZVPD" gap_ev=9.5 relative_energy_kj_mol=146.0 homo_ev=-9.20 smiles="CC(=O)C(=O)O.CC(=O)O"
C 1.057 -0.797 -0.267 0.668
H -1.835 -1.145 0.443 0.531
C -0.334 -0.247 -1.291 0.585
O -1.101 0.990 0.037 -0.609
O -1.502 -0.825 1.318 -0.647
H -0.037 0.161 3.056 0.239
H -0.449 1.506 -2.463 0.247
H 0.265 0.110 -3.296 0.247
H 0.764 1.333 1.966 0.263
C -0.191 0.914 2.283 -0.729
O 0.947 -2.101 0.046 -0.678
H 1.209 1.052 -2.119 0.249
C -0.889 0.333 1.106 0.841
H -0.821 1.708 2.695 0.261
O 2.085 -0.175 -0.131 -0.616
H 1.800 -2.374 0.434 0.492
C 0.224 0.653 -2.352 -0.719
O -1.193 -1.096 -1.464 -0.626



(2)
15
Properties=species:S:1:pos:R:3:nbo_charge:R:1 method="wB97M-V/def2-TZVPD" gap_ev=9.2 relative_energy_kj_mol=145.2 homo_ev=-8.26 smiles=C1CSC2(CC2)O1
H 0.163 2.053 1.692 0.217
H -0.726 -1.273 -2.084 0.211
H 2.036 -0.284 -1.313 0.173
H 1.306 -1.953 -1.493 0.196
H -1.444 0.393 2.301 0.224
H 1.588 0.861 2.021 0.226
S -0.985 0.653 -0.721 0.208
C -0.017 0.029 0.682 0.134
O 0.827 -0.991 0.234 -0.517
C 0.566 0.998 1.706 -0.456
H 0.127 0.136 -2.755 0.231
C -0.462 0.014 2.086 -0.442
C 1.123 -0.919 -1.151 -0.054
H -0.186 -0.911 2.575 0.230
C -0.162 -0.379 -1.871 -0.582



(3)
15
Properties=species:S:1:pos:R:3:nbo_charge:R:1 method="wB97M-V/def2-TZVPD" gap_ev=9.5 relative_energy_kj_mol=536.4 homo_ev=-8.88 smiles=C[C@]12CSC[C@@H]1O2
O 0.189 -0.883 1.663 -0.462
H -0.781 1.441 1.085 0.235
H -0.347 -2.034 -0.109 0.206
H 1.956 0.372 -0.948 0.217
C 0.333 1.398 0.867 -0.649
C 0.403 -0.066 0.478 0.202
C -0.581 -1.114 0.383 -0.027
S -0.192 -0.465 -1.964 0.058
H 1.119 1.394 1.849 0.255
C -1.536 -0.374 -0.452 -0.455
H -1.841 0.691 -0.373 0.228
H -2.501 -0.708 -0.898 0.222
H 0.838 2.165 -0.021 0.235
C 1.273 -0.402 -0.742 -0.498
H 1.666 -1.415 -0.817 0.233



(4)
15
Properties=species:S:1:pos:R:3:nbo_charge:R:1 method="wB97M-V/def2-TZVPD" gap_ev="6.6 / 6.2" s_squared=2.010 spin_multiplicity=3 relative_energy_kj_mol=208.6 homo_ev="-5.88 / -8.66"
H -1.033 2.203 0.362 0.214
H 2.042 -0.114 0.892 0.213
C -1.927 -2.830 -0.041 -0.238
H -2.832 -3.394 -0.394 0.176
H -1.717 -2.820 1.126 0.132
O -0.267 -1.982 -1.564 -0.405
S 0.546 1.487 -2.038 -0.007
C 2.017 0.361 -0.078 -0.671
C -0.081 1.632 0.612 -0.411
H 3.022 0.855 -0.119 0.230
H 0.265 1.577 1.577 0.197
C -1.129 -2.343 -0.878 0.337
H 0.776 0.151 -2.486 0.152
C 0.758 1.179 -0.328 -0.147
H 2.078 -0.553 -0.624 0.229



(5)
16
Properties=species:S:1:pos:R:3:nbo_charge:R:1 method="wB97M-V/def2-TZVPD" gap_ev=8.4 relative_energy_kj_mol=163.0 homo_ev=-8.91 smiles="C[C@H]1S[C@@H](C=S)[C@@H]1O"
H 3.468 1.303 0.815 0.209
H -0.753 2.345 -0.133 0.483
C 1.784 0.379 -0.218 -0.320
C 0.366 0.889 0.117 0.104
S 1.222 -1.353 -0.386 0.181
O -0.028 1.970 -0.611 -0.686
H -0.713 -0.180 -1.383 0.258
H 0.255 0.950 1.201 0.174
H -1.532 -1.818 0.825 0.207
H 3.563 -0.510 0.846 0.226
H 2.345 0.392 1.854 0.206
S -2.938 0.018 0.236 0.027
H 2.239 0.847 -1.131 0.230
C -0.339 -0.405 -0.364 -0.452
C 2.884 0.356 0.872 -0.619
C -1.559 -0.841 0.326 -0.229



(6)
16
Properties=species:S:1:pos:R:3:nbo_charge:R:1 method="wB97M-V/def2-TZVPD" gap_ev="5.1 / 9.3" relative_energy_kj_mol=574.9 homo_ev="-7.94 / -9.24"
C 0.240 -0.709 1.470 0.079
S 0.950 0.424 -3.773 -0.140
H 1.766 1.745 -0.167 0.244
H -0.767 1.094 2.307 0.221
H 2.795 1.610 -1.624 0.235
C -1.697 -0.857 1.272 -0.378
H -2.176 -0.453 0.385 0.230
O -0.522 0.392 -1.274 -0.946
C -0.544 -1.826 0.904 -0.482
C -0.683 0.134 1.849 -0.310
H -2.392 -1.251 2.010 0.204
S 0.855 0.176 -1.745 1.146
H -0.494 -2.755 1.469 0.218
H -0.405 -2.003 -0.157 0.219
C 1.781 1.704 -1.252 -0.778
H 1.293 2.575 -1.675 0.238



(7)
14
Properties=species:S:1:pos:R:3:nbo_charge:R:1 method="wB97M-V/def2-TZVPD" gap_ev=8.1 relative_energy_kj_mol=288.2 homo_ev=-8.17
C 0.483 -1.162 0.195 -0.537
H -1.716 1.313 -0.532 0.222
H -1.583 -1.515 0.282 0.216
C 0.334 1.256 -0.091 -0.483
C 1.117 -0.005 -0.062 0.018
C -1.101 0.793 0.103 -0.429
S 2.753 0.022 -0.081 -0.052
C -0.969 -0.778 -0.285 -0.393
H 0.581 -1.266 1.217 0.246
H -1.285 0.778 1.170 0.218
H -1.019 -1.098 -1.367 0.207
H 1.124 1.800 0.894 0.266
H 0.589 1.770 -1.056 0.257
H 0.692 -1.908 -0.387 0.244



(8)
14
Properties=species:S:1:pos:R:3:nbo_charge:R:1 method="wB97M-V/def2-TZVPD" gap_ev=9.4 relative_energy_kj_mol=86.2 homo_ev=-8.41
H -0.986 -1.383 1.184 0.208
H -1.685 0.119 -1.366 0.220
S -0.006 1.906 0.083 0.110
H 0.898 0.629 -1.972 0.220
H 1.611 -1.051 0.001 0.179
C 1.349 0.028 0.102 -0.426
C 0.448 0.461 -1.037 -0.258
C -0.876 -0.390 -0.894 -0.414
H 2.218 0.610 0.143 0.224
C 0.206 0.365 1.075 -0.289
H 0.455 0.403 2.130 0.224
H -0.723 -1.399 -1.244 0.205
H -1.899 0.135 1.083 0.219
C -1.011 -0.435 0.713 -0.422



(9)
14
Properties=species:S:1:pos:R:3:nbo_charge:R:1 method="wB97M-V/def2-TZVPD" gap_ev=8.6 relative_energy_kj_mol=318.8 homo_ev=-8.55 smiles="CC(C)=S.C#C"
H 0.794 1.437 1.665 0.230
H 1.449 0.494 0.239 0.243
H 1.053 2.172 0.081 0.233
C -1.356 -0.225 0.685 -0.688
H -0.674 -0.938 0.975 0.204
H -1.821 -0.561 -0.247 0.247
H 1.123 -2.640 -1.715 0.226
H -1.911 0.048 1.541 0.232
C 0.425 -0.702 -2.469 -0.225
S -1.384 1.925 -0.917 -0.009
C 0.612 -1.809 -2.081 -0.241
H -0.094 0.168 -2.727 0.235
C 0.841 1.244 0.650 -0.703
C -0.593 1.047 0.195 0.015



(10)
14
Properties=species:S:1:pos:R:3:nbo_charge:R:1 method="wB97M-V/def2-TZVPD" gap_ev="7.0 / 7.0" relative_energy_kj_mol=631.4 homo_ev="-9.72 / -9.73"
C -2.834 -1.139 -0.978 -0.083
H -0.441 -1.238 0.670 0.226
C 1.658 0.636 -0.671 -0.605
H -0.093 0.407 1.489 0.209
H 2.098 -0.231 -1.000 0.209
S -0.285 -0.653 -1.974 0.358
H -1.650 0.220 0.586 0.252
H -4.669 -1.377 0.284 0.231
C 0.124 0.384 -0.593 -0.412
H 1.999 1.042 0.320 0.235
H 1.912 1.549 -1.352 0.223
C -3.797 -1.297 -0.284 -0.439
C -0.533 -0.161 0.647 -0.614
H -0.224 1.419 -0.662 0.209



(11)
14
Properties=species:S:1:pos:R:3:nbo_charge:R:1 method="wB97M-V/def2-TZVPD" gap_ev="5.2 / 7.5" s_squared=2.004 spin_multiplicity=3 relative_energy_kj_mol=471.2 homo_ev="-4.35 / -10.16"
C -2.692 0.180 0.768 -0.264
H 0.999 -2.274 0.087 -0.040
H 0.053 -0.390 1.421 0.201
H 1.099 1.114 1.028 0.226
H -0.297 1.573 -1.154 0.238
H -3.451 0.085 1.466 0.229
H 1.728 -0.483 0.979 0.201
C -0.710 0.603 -1.087 -0.481
C 0.866 0.069 0.830 -0.638
H -0.905 0.354 -2.158 0.233
C -2.017 0.483 -0.208 -0.002
H 1.284 -0.353 -1.148 0.209
C 0.381 -0.292 -0.532 -0.466
S -0.177 -2.100 -0.358 0.354



(12)
15
Properties=species:S:1:pos:R:3:nbo_charge:R:1 method="wB97M-V/def2-TZVPD" gap_ev=7.8 relative_energy_kj_mol=650.5 homo_ev=-8.67
C 1.228 1.068 0.064 -0.396
C 0.102 0.919 1.086 -0.410
H 0.526 0.222 1.895 0.223
C 0.177 -1.336 -0.063 -0.491
H 0.121 -1.917 0.711 0.225
H -0.025 -1.636 -1.184 0.245
C -0.499 -0.111 -0.003 -0.264
H -0.557 2.134 -0.562 0.213
H -2.710 -0.109 1.824 0.097
H -0.026 1.190 -2.332 0.219
H -0.378 1.903 1.252 0.242
S -2.220 -0.254 -0.113 0.054
H 1.843 1.950 -0.233 0.257
C 0.012 1.107 -0.952 -0.369
S 1.913 -0.598 -0.022 0.154



(13)
15
Properties=species:S:1:pos:R:3:nbo_charge:R:1 method="wB97M-V/def2-TZVPD" gap_ev=9.6 relative_energy_kj_mol=272.3 homo_ev=-8.68 smiles=C1C[C@H]2S[C@@H]2CS1
C 0.936 0.169 -0.691 -0.370
H 0.403 -0.384 1.448 0.229
H -1.881 1.573 -0.417 0.248
H -1.414 1.230 1.372 0.222
C 0.313 1.431 -0.126 -0.410
H 0.728 1.831 0.830 0.233
C 0.769 -0.820 0.432 -0.336
H 0.480 -0.244 -1.543 0.228
S -1.646 -0.775 -0.233 0.201
C -1.155 0.870 0.256 -0.612
H 0.197 -2.131 -1.033 0.227
S 2.440 -0.434 -0.053 0.207
H -0.255 -2.669 0.785 0.233
H 0.208 2.197 -0.989 0.214
C -0.122 -1.843 -0.037 -0.514



(14)
16
Properties=species:S:1:pos:R:3:nbo_charge:R:1 method="wB97M-V/def2-TZVPD" gap_ev=9.5 relative_energy_kj_mol=3.0 homo_ev=-8.75 smiles=C1SC[C@@H]2S[C@@H]2CS1
C 0.269 1.533 0.241 -0.553
H 0.595 -2.599 0.264 0.245
C 1.174 -0.744 -0.673 -0.299
C 1.184 0.735 -0.670 -0.308
H -3.121 0.014 0.109 0.249
H 1.331 1.204 -1.647 0.237
C 0.264 -1.539 0.232 -0.555
H 0.602 2.595 0.281 0.244
C -2.066 0.000 0.293 -0.699
H 0.289 1.164 1.259 0.225
S -1.452 -1.561 -0.370 0.223
S 2.682 -0.001 0.031 0.092
S -1.442 1.569 -0.375 0.218
H -1.922 -0.010 1.390 0.219
H 1.338 -1.212 -1.631 0.235
H 0.275 -1.148 1.267 0.226



(15)
26
Properties=species:S:1:pos:R:3:nbo_charge:R:1 method="wB97M-V/def2-TZVPD" gap_ev="7.4 / 5.5" s_squared=0.753 spin_multiplicity=2 homo_ev="-12.62 / -12.60" total_charge=+1
N 1.392 0.463 1.998 0.354
C -0.722 0.386 -0.918 0.008
N 0.042 -0.587 -0.151 -0.868
H -0.904 3.777 -0.871 0.241
H -1.400 2.781 0.465 0.199
S 0.827 -2.868 -1.997 0.040
C -0.162 1.791 -0.974 -0.447
O 2.294 -1.737 0.239 -0.943
H -2.131 2.568 -1.079 0.209
O -0.194 -3.293 1.385 -0.610
O 0.673 -0.787 2.153 -0.403
H -1.212 -0.255 1.542 0.080
P 1.316 -1.290 -0.844 2.102
O 2.366 0.470 2.601 -0.179
O 2.021 -0.264 -1.734 -0.964
H 0.158 2.013 -1.962 0.238
H 0.696 1.850 -0.338 0.217
H 2.896 -2.405 -0.116 0.544
H -1.689 0.426 -0.487 0.205
C -0.942 -2.346 1.292 0.731
O -2.201 -2.311 1.159 -0.824
C -1.213 2.800 -0.590 -0.597
H 2.594 0.316 -1.217 0.533
C -0.349 -0.914 1.220 0.190
Cl -1.006 -0.263 -2.545 0.019
Ag -3.150 -0.322 1.770 0.928



(16)
17
Properties=species:S:1:pos:R:3:nbo_charge:R:1 method="wB97M-V/def2-TZVPD" gap_ev="5.7 / 5.7" relative_energy_kj_mol=65.8 homo_ev="-8.00 / -7.96"
H 2.133 0.739 -0.331 0.167
C 1.265 1.327 -0.680 -0.429
C -1.828 -0.800 0.046 -0.220
C 0.613 -2.121 0.058 -0.875
H -3.325 2.254 0.603 0.209
N 0.129 0.589 -0.389 -0.591
H -1.533 2.058 0.981 0.237
C -2.453 1.564 0.612 -0.198
H 0.030 -3.019 -0.218 0.214
H 1.238 2.292 -0.128 0.218
H 1.447 1.487 -1.821 0.210
Br -4.658 -0.009 -0.094 0.001
H 1.424 -1.938 -0.707 0.219
H 0.955 -2.190 1.074 0.218
C -2.719 0.234 0.283 -0.134
B -0.335 -0.626 -0.018 0.533
H -2.336 -1.772 0.096 0.220



(17)
18
Properties=species:S:1:pos:R:3:nbo_charge:R:1 method="wB97M-V/def2-TZVPD" gap_ev="5.5 / 9.9" s_squared=0.750 spin_multiplicity=2 relative_energy_kj_mol=54.7 homo_ev="-5.10 / -9.59"
H 1.390 3.469 -0.739 0.221
H 1.035 -0.578 1.530 0.179
C 0.293 -1.242 1.050 0.028
O -0.881 -1.308 -1.274 -0.772
H -0.235 3.057 -1.336 0.227
H 1.212 2.336 -2.102 0.221
H 0.562 1.894 0.864 0.188
H 1.667 0.954 -0.168 0.196
C 0.733 1.530 -0.155 -0.072
Be -0.061 -2.557 -0.832 0.922
H -0.258 -2.798 2.434 0.246
O 0.970 -2.100 0.159 -1.036
C -0.250 -0.653 -0.436 0.793
C -0.665 -1.846 2.061 -0.665
H -1.667 -1.993 1.632 0.227
C 0.771 2.661 -1.151 -0.627
O -0.352 0.647 -0.524 -0.496
H -0.824 -1.176 2.918 0.220



(18)
15
Properties=species:S:1:pos:R:3:nbo_charge:R:1 method="wB97M-V/def2-TZVPD" gap_ev="8.0 / 8.6" relative_energy_kj_mol=278.0 homo_ev="-7.82 / -8.35"
H 1.207 -1.541 -1.791 0.224
H 1.744 -0.405 -0.472 0.205
C -0.938 1.633 0.221 -0.719
H 0.084 1.865 0.317 0.227
H -0.942 -1.805 1.494 0.174
C -1.287 0.278 -0.285 0.030
C -0.142 -1.250 1.142 -0.272
C 0.946 -0.643 -1.074 -0.604
H 0.679 0.337 -1.530 0.211
C -0.364 -0.964 -0.325 -0.374
Br -3.104 -0.173 0.102 0.021
H -1.356 2.365 -0.562 0.234
H -0.789 -1.957 -0.691 0.235
H -1.435 1.871 1.147 0.231
H 0.455 -0.547 1.767 0.177



(19)
16
Properties=species:S:1:pos:R:3:nbo_charge:R:1 method="wB97M-V/def2-TZVPD" gap_ev="6.4 / 8.7" s_squared=0.779 spin_multiplicity=2 relative_energy_kj_mol=5.2 homo_ev="-7.40 / -9.88"
C -0.122 1.812 -0.769 -0.653
C 0.124 0.394 -0.424 0.100
H 0.538 2.450 -0.191 0.215
C 1.522 -1.208 0.805 -0.384
H 0.069 2.023 -1.819 0.219
H -0.493 -0.486 -2.301 0.225
H 2.222 -1.343 1.619 0.207
C -0.630 -0.617 -1.201 -0.674
Br -3.076 -0.975 3.192 -0.075
H 1.097 -2.078 0.315 0.197
H -0.352 -1.662 -0.982 0.220
H -1.722 -0.491 -1.051 0.229
C 1.183 0.070 0.419 -0.278
Br -0.996 -0.818 2.112 0.014
H 1.796 0.877 0.844 0.215
H -1.160 2.052 -0.568 0.221



(20)
15
Properties=species:S:1:pos:R:3:nbo_charge:R:1 method="wB97M-V/def2-TZVPD" gap_ev=10.1 relative_energy_kj_mol=137.6 homo_ev=-9.10
H 2.546 -1.276 0.532 0.204
C 1.216 0.151 -0.398 -0.292
H 0.647 0.304 -1.374 0.226
C -1.061 -0.603 0.650 -0.212
H 2.194 1.988 -0.365 0.214
H -1.461 -1.378 1.282 0.211
H 2.446 0.972 1.060 0.208
C 2.246 -0.910 -0.497 -0.599
C 1.744 1.337 0.308 -0.601
H 0.933 1.962 0.638 0.219
H 1.941 -1.759 -1.128 0.222
Cl -2.340 0.191 -0.315 -0.051
H 3.236 -0.597 -0.937 0.212
C 0.273 -0.438 0.615 -0.170
H 0.793 -0.682 1.571 0.210